This record from the OMol25 dataset describes a cluster of 14 separate species, C56H154N14O14 in total at a distorted geometry. The level of theory is wB97M-V/def2-TZVPD.

Geometry as XYZ:
```
238
C56H154N14O14 | the OMol25 dataset | wB97M-V/def2-TZVPD
C -0.092 4.171 -4.441
C 0.464 5.661 -4.472
C -0.525 6.647 -5.198
O -0.006 7.977 -5.197
C 1.002 8.317 -6.205
N 0.711 5.960 -3.026
H -0.354 3.973 -5.480
H -0.949 3.896 -3.825
H 0.655 3.415 -4.199
H 1.468 5.737 -4.889
H -1.434 6.624 -4.597
H -0.871 6.406 -6.203
H 0.486 8.395 -7.162
H 1.726 7.511 -6.081
H 1.426 9.295 -5.979
H 1.114 6.883 -2.953
H 1.459 5.385 -2.665
C -5.735 1.757 -1.448
C -6.347 1.969 -0.059
C -5.459 1.517 1.122
O -5.141 0.118 0.999
C -4.728 -0.530 2.215
N -6.723 3.416 -0.016
H -4.909 2.416 -1.715
H -6.474 1.681 -2.245
H -5.256 0.779 -1.498
H -7.248 1.362 0.030
H -5.907 1.718 2.095
H -4.506 2.046 1.105
H -5.530 -0.711 2.931
H -3.864 -0.040 2.664
H -4.435 -1.528 1.890
H -5.855 3.896 -0.202
H -6.963 3.720 0.917
C -5.165 1.786 -6.073
C -4.836 2.010 -4.587
C -3.297 1.868 -4.303
O -2.762 0.517 -4.398
C -3.210 -0.405 -3.434
N -5.170 3.416 -4.229
H -6.192 1.458 -6.230
H -4.626 0.897 -6.402
H -4.810 2.599 -6.706
H -5.379 1.291 -3.973
H -3.076 2.218 -3.295
H -2.665 2.516 -4.910
H -3.101 -0.061 -2.406
H -2.624 -1.318 -3.531
H -4.269 -0.610 -3.593
H -6.143 3.515 -3.980
H -4.743 3.781 -3.390
C -3.571 5.976 0.614
C -2.658 5.445 -0.486
C -3.284 5.581 -1.923
O -4.550 4.922 -1.794
C -5.726 5.670 -1.926
N -1.413 6.182 -0.419
H -3.994 6.974 0.500
H -2.988 5.972 1.535
H -4.375 5.248 0.724
H -2.416 4.397 -0.311
H -2.774 4.982 -2.678
H -3.361 6.605 -2.288
H -5.819 6.287 -2.820
H -6.021 6.185 -1.011
H -6.546 4.993 -2.165
H -1.633 7.145 -0.629
H -0.687 5.933 -1.075
C -2.001 -4.495 7.206
C -3.236 -4.490 6.303
C -3.108 -4.684 4.833
O -2.106 -3.791 4.320
C -2.107 -3.747 2.894
N -4.173 -5.450 6.929
H -2.223 -3.966 8.132
H -1.183 -3.966 6.716
H -1.625 -5.486 7.463
H -3.684 -3.498 6.360
H -4.030 -4.494 4.284
H -2.825 -5.723 4.665
H -3.017 -3.185 2.679
H -2.172 -4.747 2.465
H -1.232 -3.199 2.547
H -4.203 -5.317 7.929
H -3.707 -6.322 6.722
C 8.271 -1.652 -1.215
C 6.934 -0.894 -0.957
C 5.781 -1.103 -1.877
O 4.668 -0.389 -1.307
C 3.397 -0.951 -1.681
N 6.535 -1.260 0.374
H 8.699 -1.435 -2.194
H 8.029 -2.714 -1.235
H 8.974 -1.447 -0.407
H 7.146 0.175 -0.989
H 5.604 -2.177 -1.819
H 5.866 -0.767 -2.910
H 2.697 -0.304 -1.152
H 3.305 -1.869 -1.101
H 3.242 -0.984 -2.759
H 5.607 -0.889 0.234
H 6.427 -2.262 0.448
C -3.057 -0.269 5.443
C -1.691 -0.433 4.775
C -0.945 0.872 4.650
O -1.427 1.543 3.517
C -0.996 2.915 3.340
N -0.841 -1.368 5.533
H -3.019 -0.132 6.524
H -3.576 -1.221 5.333
H -3.689 0.539 5.073
H -1.908 -0.872 3.801
H 0.135 0.783 4.525
H -1.031 1.511 5.529
H -1.618 3.573 3.948
H -1.073 3.160 2.281
H 0.031 3.077 3.668
H 0.020 -1.579 5.050
H -1.257 -2.286 5.596
C -1.566 -1.725 -0.080
C -0.333 -0.852 0.002
C -0.558 0.615 -0.593
O 0.663 1.382 -0.534
C 0.686 2.504 -1.380
N 0.153 -0.703 1.392
H -2.453 -1.316 0.404
H -1.385 -2.750 0.246
H -1.823 -1.887 -1.127
H 0.495 -1.217 -0.606
H -1.320 1.233 -0.117
H -0.829 0.494 -1.642
H -0.068 3.261 -1.165
H 0.486 2.214 -2.412
H 1.695 2.886 -1.532
H 0.793 0.078 1.418
H -0.653 -0.300 1.849
C -3.235 -8.774 1.156
C -3.997 -7.935 2.220
C -4.800 -6.815 1.551
O -3.969 -5.996 0.721
C -4.585 -4.732 0.458
N -4.894 -8.850 2.958
H -3.878 -9.165 0.367
H -2.765 -9.640 1.623
H -2.403 -8.287 0.647
H -3.333 -7.378 2.881
H -5.313 -6.256 2.334
H -5.590 -7.344 1.017
H -4.794 -4.101 1.322
H -5.524 -4.850 -0.082
H -3.979 -4.082 -0.174
H -5.496 -8.435 3.654
H -5.615 -9.250 2.374
C 5.650 2.645 -2.888
C 5.165 4.058 -2.496
C 6.327 5.062 -2.180
O 5.876 6.178 -1.349
C 6.864 7.173 -1.177
N 4.233 4.424 -3.458
H 6.208 2.578 -3.821
H 4.806 1.980 -3.073
H 6.329 2.193 -2.164
H 4.535 3.786 -1.649
H 6.819 5.422 -3.084
H 7.108 4.446 -1.735
H 7.713 6.659 -0.726
H 6.568 7.876 -0.399
H 7.134 7.644 -2.122
H 3.445 3.792 -3.473
H 3.745 5.241 -3.122
C 3.879 1.299 -5.600
C 2.851 0.737 -6.568
C 1.465 0.612 -5.871
O 1.546 -0.322 -4.780
C 0.271 -0.436 -4.084
N 2.695 1.679 -7.681
H 3.809 0.744 -4.664
H 3.579 2.300 -5.289
H 4.891 1.170 -5.985
H 3.280 -0.201 -6.921
H 0.721 0.206 -6.557
H 1.042 1.588 -5.630
H 0.517 -0.953 -3.156
H -0.558 -0.757 -4.714
H -0.180 0.483 -3.710
H 2.212 1.086 -8.341
H 3.541 1.869 -8.199
C 3.717 1.381 1.383
C 4.279 1.231 2.801
C 3.363 1.795 3.928
O 3.382 3.204 3.907
C 2.588 3.817 4.923
N 4.445 -0.193 2.964
H 2.892 0.704 1.163
H 4.524 1.231 0.666
H 3.348 2.398 1.248
H 5.203 1.801 2.901
H 3.575 1.359 4.904
H 2.359 1.420 3.733
H 2.928 3.569 5.929
H 1.584 3.392 4.931
H 2.529 4.897 4.787
H 5.218 -0.440 2.363
H 4.929 -0.410 3.824
C 2.649 -3.866 2.795
C 1.924 -3.174 3.994
C 2.751 -3.314 5.290
O 2.803 -4.609 5.819
C 3.351 -4.727 7.106
N 1.704 -1.723 3.730
H 2.144 -3.920 1.830
H 3.109 -4.843 2.942
H 3.549 -3.266 2.653
H 0.979 -3.702 4.126
H 2.309 -2.698 6.073
H 3.795 -3.024 5.170
H 3.482 -5.776 7.370
H 2.752 -4.235 7.872
H 4.370 -4.403 7.320
H 2.526 -1.254 3.377
H 1.046 -1.611 2.972
C 0.570 -4.801 -0.247
C 1.726 -5.859 -0.363
C 1.465 -7.233 0.254
O 2.448 -8.195 -0.249
C 3.785 -8.182 0.228
N 2.084 -5.942 -1.775
H -0.328 -5.064 -0.807
H 0.965 -3.870 -0.651
H 0.317 -4.633 0.800
H 2.612 -5.362 0.033
H 0.500 -7.615 -0.078
H 1.420 -7.176 1.342
H 4.302 -9.135 0.122
H 3.806 -7.939 1.291
H 4.392 -7.433 -0.280
H 2.774 -6.673 -1.870
H 1.224 -6.332 -2.135
```

The value obtained for the highest occupied orbital energy (spin up / spin down) is 0.86 / -6.90 eV. Its total energy is -110083.8355 eV. The expectation value of S² is 0.75. Its spin multiplicity is 2. As for the orbital gap (spin up / spin down): 0.044 / 0.331 Eh. Its energy relative to the best compared isomer or geometry (same formula, charge and spin) is 25.1 kcal/mol. Its total charge is -1.

These are the Mulliken partial charges, in e, on atoms 1 to 6: atom 1 (C): -0.29, atom 2 (C): 0.42, atom 3 (C): -0.55, atom 4 (O): -0.23, atom 5 (C): -0.82, atom 6 (N): -0.37